# 1
Below is C5H9BrN as an isolated structure at a distorted geometry, with properties calculated with wB97M-V/def2-TZVPD.

CARTESIAN COORDINATES (ANGSTROEM)
C -1.2628 -0.3287 0.1448
C -0.1751 -1.8712 -0.2337
C 1.1161 -1.2587 0.3402
C 1.0928 0.2030 0.0581
C -0.6534 2.0525 -0.0762
N -0.4124 0.6251 0.1277
Br -2.9890 -0.2391 0.1564
H -0.6191 -2.6426 0.3298
H -0.3320 -1.8240 -1.2692
H 1.2383 -1.4180 1.3455
H 1.9007 -1.7292 -0.1479
H 1.7582 0.8302 0.6436
H 1.2548 0.3396 -0.9257
H -1.6481 2.3399 -0.1157
H -0.1411 2.3033 -1.0896
H -0.1281 2.6180 0.7118

For the energy above the lowest of the compared OMol25 structures with the same formula, charge and spin, the calculation gives 0.5579 eV. Its energy is -2824.3603 a.u. The gap between HOMO and LUMO is 10.86 eV. The LUMO energy comes out at -4.0 eV. The total charge is +1.

***

# 2
Below is an isolated ion of composition C5H9BrN and charge +1 at a distorted geometry, with properties calculated with wB97M-V/def2-TZVPD.

CARTESIAN COORDINATES (ANGSTROEM)
C 1.5073 1.5303 0.1848
C -0.7900 1.4111 0.0038
C 1.8317 0.2055 0.0788
C 0.5522 -0.5563 -0.4914
C -1.7628 -0.9037 -0.2711
N -0.6632 -0.0651 0.2504
Br -1.5410 2.1515 1.5783
H 2.0752 2.4602 0.0139
H 2.6458 -0.2912 -0.5244
H 1.8733 -0.1991 1.0866
H 0.6512 -0.3483 -1.4856
H 0.6200 -1.7696 -0.3851
H -1.6349 -1.9270 -0.4089
H -2.6338 -0.6683 0.3312
H -2.1521 -0.5702 -1.1700
H -0.5790 -0.4599 1.2088

For the energy above the lowest of the compared OMol25 structures with the same formula, charge and spin, the calculation gives 6.5605 eV. Its energy is -2824.1397 a.u. The gap between HOMO and LUMO (alpha / beta) is 6.94 / 7.64 eV. The LUMO energy (alpha / beta) comes out at -6.2 / -5.5 eV. The total charge is +1.

***

# 3
Below is the molecule C5H9BrN2O2S at a distorted geometry, with properties calculated with wB97M-V/def2-TZVPD.

CARTESIAN COORDINATES (ANGSTROEM)
H -2.5167 -1.1168 -2.3558
N -2.2143 -1.4521 -1.4116
C -1.1047 -0.9500 -1.0404
C -0.6031 -1.0562 0.3476
C -0.3232 0.3180 0.8561
C 0.9543 0.4695 1.7756
N 1.9880 -0.2693 1.0802
Br 2.9072 0.6293 -0.3311
S -0.3234 1.4480 -0.5558
O 0.7411 2.3268 -0.4777
O -1.6659 1.9086 -0.6665
C -0.2808 0.0740 -1.7474
H 0.3188 -1.7471 0.4741
H -1.3234 -1.6008 0.8518
H -1.2678 0.6985 1.3523
H 1.2654 1.3993 2.1802
H 0.7900 -0.2502 2.6296
H 2.5672 -0.9722 1.4989
H 0.7524 -0.2494 -1.7003
H -0.6612 0.3920 -2.7597

For the energy above the lowest of the compared OMol25 structures with the same formula, charge and spin, the calculation gives 0.5045 eV. Its energy is -3428.0016 a.u. The gap between HOMO and LUMO is 9.43 eV. The LUMO energy comes out at 0.2 eV.

***

# 4
Below is a 3-piece molecular cluster, C5H9Cl overall at a distorted geometry, with properties calculated with wB97M-V/def2-TZVPD.

CARTESIAN COORDINATES (ANGSTROEM)
C -0.2451 -1.8261 -1.3543
C -0.8459 -1.3155 -0.4645
C -1.6301 -0.3956 0.3038
C 1.4098 0.2308 0.9647
C 1.2670 1.2281 -0.0300
Cl -1.0184 2.1338 -1.5274
H 0.0782 -2.4529 -2.2042
H -1.8278 0.3962 -0.3505
H -2.6548 -0.6970 0.6258
H -1.0686 0.0067 1.2687
H 1.0421 -0.7085 0.6756
H 2.4928 -0.0147 1.1997
H 0.8102 0.2824 1.8070
H 0.3064 1.8119 -0.0534
H 1.8841 1.3204 -0.8609

For the energy above the lowest of the compared OMol25 structures with the same formula, charge and spin, the calculation gives 6.0010 eV. Its energy is -655.8773 a.u. The gap between HOMO and LUMO (alpha / beta) is 7.28 / 6.06 eV. The LUMO energy (alpha / beta) comes out at -2.0 / -2.7 eV.

***

# 5
Below is the molecule C5H9Cl at a distorted geometry, with properties calculated with wB97M-V/def2-TZVPD.

CARTESIAN COORDINATES (ANGSTROEM)
C -0.3953 1.4311 2.5930
C 0.2414 1.1702 1.4315
C -0.2718 0.3453 0.2364
C -1.1024 -0.7772 0.8678
C 0.8782 -0.2727 -0.5185
Cl 0.3413 -0.7725 -2.1703
H 0.1790 2.2772 3.0372
H -1.3578 1.1012 3.0159
H 1.1647 1.6647 1.2884
H -0.8959 0.8628 -0.5706
H -1.3917 -1.5300 0.0905
H -2.0321 -0.5966 1.4758
H -0.5199 -1.2833 1.6056
H 1.3182 -1.1443 -0.0973
H 1.6321 0.4006 -0.6121

For the energy above the lowest of the compared OMol25 structures with the same formula, charge and spin, the calculation gives 1.2989 eV. Its energy is -656.0501 a.u. The gap between HOMO and LUMO is 10.94 eV. The LUMO energy comes out at 1.0 eV.

***

# 6
Below is a 2-piece molecular cluster, C5H9Cl2N2O overall at a distorted geometry, with properties calculated with wB97M-V/def2-TZVPD.

CARTESIAN COORDINATES (ANGSTROEM)
C -0.6078 -0.8945 -0.0168
C -2.8184 -1.3088 0.2980
C 1.5215 -0.6210 -0.9839
C 0.9037 0.8907 0.8654
C -4.4521 0.2917 0.4057
N 0.5138 -0.2585 -0.0224
N -1.7366 -0.5252 0.6053
O -2.8979 -2.4501 0.0640
Cl -3.6530 1.6668 -0.2146
Cl -5.8155 -0.2782 -0.5646
H -0.7498 -1.8723 -0.5945
H 1.3941 -0.1392 -1.9999
H 2.4902 -0.3862 -0.6717
H 1.4343 -1.7090 -1.2031
H 1.9366 1.1867 0.7748
H 0.1972 1.7268 0.7042
H 0.7387 0.6878 1.9385
H -4.8797 0.3381 1.3229
H -2.0540 0.4394 1.0327

For the energy above the lowest of the compared OMol25 structures with the same formula, charge and spin, the calculation gives 0.6050 eV. Its energy is -1300.6943 a.u. The gap between HOMO and LUMO is 8.42 eV. The LUMO energy comes out at -4.3 eV. The total charge is +1.

***

# 7
Below is the molecule C5H9Cl3O at a distorted geometry, with properties calculated with wB97M-V/def2-TZVPD.

CARTESIAN COORDINATES (ANGSTROEM)
C 0.2738 0.4604 -1.3710
C -0.1019 -0.3313 -0.0755
C 0.2838 0.2715 1.2936
C 0.4747 -1.7100 -0.0886
Cl 2.2587 -1.7877 -0.0873
C -1.7149 -0.2825 -0.0067
O -2.0666 1.0257 0.1236
Cl -2.3926 -1.0498 -1.4323
Cl -2.3270 -1.1505 1.5134
H -0.2124 0.0047 -2.1528
H 1.3685 0.6951 -1.4539
H -0.2136 1.5031 -1.4724
H -0.1899 -0.3011 2.0531
H -0.1584 1.2415 1.3608
H 1.3215 0.3905 1.6540
H 0.1772 -2.1837 0.8859
H -0.0045 -2.3156 -0.9185
H -3.0059 1.2640 0.3613

For the energy above the lowest of the compared OMol25 structures with the same formula, charge and spin, the calculation gives 0.0000 eV. Its energy is -1651.7092 a.u. The gap between HOMO and LUMO is 11.18 eV. The LUMO energy comes out at 0.5 eV.

***

# 8
Below is the molecule C5H9ClO2 at a distorted geometry, with properties calculated with wB97M-V/def2-TZVPD.

CARTESIAN COORDINATES (ANGSTROEM)
C 0.4952 1.5937 -0.8066
C -1.1911 -0.1335 1.3546
C 1.1273 -0.8391 0.6536
C -0.4095 0.4350 -1.0705
C -0.3207 -0.6733 0.2312
O 1.5267 1.7521 -1.4037
O -0.0778 -0.2127 -2.2495
Cl -0.9700 -2.2143 -0.3547
H 0.1547 2.3020 -0.0332
H -2.2255 -0.0378 1.0332
H -0.8305 0.8431 1.6688
H -1.1586 -0.8045 2.2099
H 1.7295 -1.2290 -0.1637
H 1.5360 0.1220 0.9631
H 1.1970 -1.5281 1.4927
H -1.4583 0.7292 -1.1298
H 0.8754 -0.1046 -2.3955

The multiplicity is 3. As for the expectation value of S²: 2.007. Its energy is -806.4297 a.u. The gap between HOMO and LUMO (alpha / beta) is 7.35 / 7.07 eV. The LUMO energy (alpha / beta) comes out at 0.8 / -3.1 eV.

***

Question: What is the formula in the second record?
Answer: C5H9BrN

***

Question: Look up the energy of the fifth one.
Answer: -656.0501 a.u.